# 1
Computed, not measured: a structure of composition C39H27F4N7Ti, with ωB97M-V/def2-TZVPD.

As for the net charge: +2. The energy above the lowest of the compared OMol25 structures with the same formula, charge and spin comes out at 4.64 kcal per mole. The spin multiplicity is 1. As for the largest force on an atom: 0.7 eV/Å. The value obtained for the calculated total energy is -85280.2234 eV. As for the HOMO-LUMO gap: 5.3652 eV.

Last column: Mulliken charge in e.
Cartesian coordinates (Å):
1 Ti 1.137 -0.464 -0.883  -0.98
2 N 1.730 0.329 -2.874  -0.19
3 C 0.450 0.266 -3.548  0.65
4 C -0.123 1.433 -4.035  -0.94
5 C -1.409 1.397 -4.541  -0.86
6 C -2.121 0.201 -4.551  -0.83
7 C -1.538 -0.957 -4.074  -0.90
8 C -0.238 -0.949 -3.557  1.15
9 C 0.394 -2.193 -3.051  0.55
10 C 0.251 -3.393 -3.741  -0.60
11 C 0.866 -4.547 -3.278  -0.90
12 C 1.644 -4.530 -2.127  -0.78
13 C 1.795 -3.348 -1.420  -0.63
14 C 1.163 -2.188 -1.874  1.19
15 H 2.399 -0.330 -3.269  0.32
16 H 2.129 1.260 -2.940  0.40
17 H 0.441 2.359 -4.038  0.46
18 H -1.861 2.299 -4.933  0.43
19 H -3.135 0.179 -4.927  0.48
20 H -2.093 -1.886 -4.081  0.60
21 H -0.324 -3.421 -4.658  0.58
22 H 0.748 -5.470 -3.831  0.43
23 H 2.128 -5.434 -1.783  0.51
24 H 2.393 -3.335 -0.519  0.53
25 C -2.145 -0.918 1.445  -1.29
26 C -1.649 -2.063 0.565  0.74
27 C -0.673 -2.964 1.269  0.48
28 C -1.112 -4.178 1.774  -0.88
29 C -0.246 -5.024 2.450  -1.21
30 C 1.077 -4.666 2.612  -0.61
31 C 1.571 -3.457 2.124  0.79
32 C 3.049 -3.186 2.290  -1.13
33 C 3.452 -2.846 3.726  -1.33
34 C 0.666 -2.604 1.474  -0.14
35 N 1.153 -1.359 0.937  1.22
36 C 1.843 -0.567 1.743  -0.74
37 C 2.690 0.391 1.176  0.26
38 C 3.536 1.364 1.705  -0.96
39 C 4.201 1.940 0.622  -0.86
40 C 3.734 1.309 -0.524  -0.35
41 N 2.826 0.351 -0.218  0.49
42 H -2.875 -0.301 0.916  0.37
43 H -1.324 -0.279 1.780  0.22
44 H -2.633 -1.312 2.337  0.41
45 H -1.216 -1.682 -0.369  -1.00
46 H -2.499 -2.664 0.240  0.75
47 H -2.147 -4.465 1.632  0.49
48 H -0.603 -5.970 2.835  0.43
49 H 1.761 -5.341 3.113  0.53
50 H 3.397 -2.409 1.604  0.29
51 H 3.582 -4.091 1.991  0.65
52 H 2.949 -1.952 4.101  0.29
53 H 4.527 -2.683 3.796  0.42
54 H 3.193 -3.660 4.403  0.39
55 H 1.766 -0.689 2.819  0.73
56 H 3.665 1.598 2.750  0.59
57 H 4.953 2.711 0.654  0.50
58 H 4.040 1.484 -1.545  0.56
59 F -0.363 3.072 0.976  -0.18
60 C -1.440 3.859 1.001  0.29
61 C -1.476 4.902 1.849  -0.06
62 F -0.447 5.117 2.635  -0.28
63 C -2.616 5.794 1.919  -0.01
64 C -3.694 5.483 1.001  0.41
65 C -3.640 4.438 0.151  -0.15
66 F -4.655 4.201 -0.660  -0.30
67 C -2.510 3.552 0.099  0.83
68 C -2.468 2.466 -0.761  0.46
69 C -1.404 1.537 -0.784  0.36
70 N -0.618 0.694 -0.779  -0.24
71 C -3.490 2.104 -1.699  -0.46
72 N -4.237 1.714 -2.480  -0.49
73 F -4.759 6.244 1.004  -0.26
74 C -2.671 6.847 2.787  1.43
75 C -3.780 7.743 2.877  -0.24
76 N -4.637 8.497 3.010  -0.35
77 C -1.622 7.166 3.703  -0.18
78 N -0.810 7.473 4.456  -0.39



# 2
Computed, not measured: a structure of composition C39H28CaCl2N3O2S6Sb in a non-equilibrium geometry, with ωB97M-V/def2-TZVPD.

As for the net charge: -2. The spin multiplicity is 1. As for the largest force on an atom: 3.8 eV/Å. The value obtained for the calculated total energy is -164500.1464 eV. As for the HOMO-LUMO gap: 5.0542 eV.

Last column: Mulliken charge in e.
Cartesian coordinates (Å):
1 Ca -2.449 1.388 -3.261  0.78
2 C -2.045 3.274 4.208  -1.76
3 C -2.015 2.282 3.069  1.30
4 C -2.531 1.034 3.245  -1.20
5 C -2.506 0.134 2.209  -0.90
6 C -1.860 0.495 1.018  0.43
7 C -1.260 1.744 0.840  -0.79
8 C -1.408 2.631 1.850  -1.07
9 S -2.006 -0.630 -0.283  0.84
10 O -1.359 0.077 -1.473  -0.02
11 C -1.040 -2.114 0.067  0.77
12 C -1.645 -3.285 -0.289  -1.04
13 C -0.990 -4.479 -0.268  -1.24
14 C 0.377 -4.502 0.091  1.21
15 C 1.119 -5.670 0.087  -0.89
16 C 2.452 -5.661 0.418  -0.60
17 C 3.085 -4.457 0.838  -1.06
18 C 2.344 -3.312 1.005  -0.62
19 C 1.002 -3.305 0.618  1.38
20 C 0.220 -2.082 0.685  -0.86
21 C 0.843 -0.854 1.230  -0.79
22 C 0.798 -0.766 2.646  0.55
23 C 0.055 -1.671 3.472  -0.46
24 C 0.126 -1.601 4.871  -0.94
25 C 0.922 -0.625 5.462  -0.55
26 C 1.635 0.277 4.709  -0.98
27 C 1.499 0.285 3.318  0.99
28 C 2.090 1.298 2.536  -1.40
29 C 2.132 1.260 1.180  -0.40
30 C 1.517 0.103 0.543  1.41
31 S 1.916 -0.100 -1.263  1.04
32 O 3.121 -0.998 -1.147  -0.79
33 C 2.446 1.565 -1.630  -0.67
34 C 1.481 2.595 -1.834  0.94
35 C 1.943 3.857 -2.195  -0.25
36 C 3.264 4.121 -2.288  1.04
37 C 3.701 5.536 -2.817  -1.39
38 C 4.232 3.126 -2.109  -0.90
39 C 3.818 1.825 -1.801  -0.30
40 H -2.811 4.070 4.027  0.32
41 H -1.130 3.792 4.259  0.40
42 H -2.293 2.798 5.172  0.38
43 H -3.085 0.897 4.153  0.40
44 H -2.965 -0.808 2.231  0.64
45 H -0.870 2.070 -0.115  0.78
46 H -1.057 3.640 1.632  0.58
47 H -2.616 -3.183 -0.579  0.83
48 H -1.536 -5.422 -0.501  0.29
49 H 0.569 -6.603 -0.134  0.37
50 H 3.007 -6.608 0.289  0.32
51 H 4.163 -4.485 0.804  0.37
52 H 2.808 -2.323 1.238  0.41
53 H -0.572 -2.483 3.009  0.27
54 H -0.590 -2.201 5.408  0.40
55 H 1.084 -0.618 6.516  0.43
56 H 2.278 0.957 5.239  0.47
57 H 2.534 2.206 3.022  0.20
58 H 2.541 2.043 0.592  0.53
59 H 0.366 2.312 -1.963  -0.23
60 H 1.163 4.531 -2.585  -0.03
61 H 3.118 5.868 -3.670  0.35
62 H 4.762 5.488 -3.121  0.33
63 H 3.599 6.366 -2.094  0.28
64 H 5.314 3.286 -2.196  0.26
65 H 4.485 1.050 -1.526  0.55
66 S -3.478 3.621 -5.229  -0.70
67 Sb -1.540 4.334 -4.026  0.96
68 S -0.303 2.406 -4.632  -0.69
69 S -2.222 3.968 -1.726  -0.57
70 S -0.709 6.453 -4.221  -0.72
71 Cl -1.266 -4.146 -5.327  -0.23
72 C -1.043 -2.499 -4.592  -0.11
73 Cl -0.045 -2.586 -3.152  0.06
74 H -2.024 -2.121 -4.372  -0.14
75 H -0.546 -1.846 -5.280  0.43
76 N -3.890 -0.483 -3.337  -0.95
77 C -4.392 -1.357 -2.742  0.37
78 C -4.846 -2.444 -2.023  0.41
79 C -4.990 -2.287 -0.630  0.22
80 N -5.178 -2.198 0.526  -0.60
81 C -5.288 -3.634 -2.663  0.14
82 N -5.528 -4.615 -3.237  -0.59



# 3
Computed, not measured: a structure of composition C39H28ClN8O3RbS3 in a non-equilibrium geometry, with ωB97M-V/def2-TZVPD.

As for the net charge: -2. The energy above the lowest of the compared OMol25 structures with the same formula, charge and spin comes out at 23.26 kcal per mole. The spin multiplicity is 1. As for the largest force on an atom: 1.8 eV/Å. The value obtained for the calculated total energy is -104648.1184 eV. As for the HOMO-LUMO gap: 6.1549 eV.

Last column: Mulliken charge in e.
Cartesian coordinates (Å):
1 Rb -0.312 0.699 0.397  0.85
2 C -4.531 0.072 -0.838  -0.82
3 C -5.001 1.380 -0.932  -0.46
4 C -4.159 2.350 -1.408  -0.50
5 C -2.830 2.012 -1.760  -0.03
6 N -2.406 0.742 -1.699  0.42
7 C -3.235 -0.181 -1.247  -0.02
8 N -2.092 3.012 -2.281  -0.46
9 C -0.810 3.204 -2.299  -0.39
10 N 0.209 2.576 -1.686  0.40
11 C 1.364 3.193 -2.017  -0.25
12 N 2.605 2.955 -1.730  -0.41
13 C 3.138 1.875 -1.102  0.29
14 C 4.510 1.988 -0.777  -0.68
15 C 5.194 0.886 -0.319  -0.45
16 C 4.490 -0.300 -0.147  -0.79
17 C 3.135 -0.303 -0.433  -0.28
18 N 2.468 0.732 -0.911  -0.11
19 C 1.075 4.390 -2.847  0.01
20 C 1.864 5.408 -3.339  -0.13
21 C 1.228 6.462 -3.980  -0.53
22 C -0.150 6.475 -4.144  -0.55
23 C -0.939 5.427 -3.687  -0.12
24 C -0.307 4.392 -3.032  0.01
25 H -5.155 -0.718 -0.450  0.42
26 H -6.017 1.623 -0.643  0.35
27 H -4.476 3.374 -1.520  0.47
28 H -2.841 -1.195 -1.225  0.23
29 H 5.002 2.938 -0.930  0.45
30 H 6.258 0.930 -0.120  0.60
31 H 4.981 -1.195 0.195  0.45
32 H 2.557 -1.210 -0.302  0.38
33 H 2.935 5.388 -3.205  0.52
34 H 1.813 7.294 -4.349  0.36
35 H -0.611 7.329 -4.625  0.37
36 H -2.011 5.428 -3.814  0.51
37 O -0.435 -3.024 -0.142  -0.51
38 C 0.179 -3.315 -1.387  -0.48
39 C -0.644 -2.669 -2.475  0.56
40 C -1.691 -3.338 -3.103  -0.60
41 C -2.453 -2.643 -4.028  -0.39
42 C -2.142 -1.322 -4.297  -0.49
43 C -1.056 -0.758 -3.639  -0.29
44 N -0.323 -1.417 -2.763  -0.19
45 H 0.234 -3.092 0.551  0.30
46 H 0.228 -4.409 -1.530  0.36
47 H 1.191 -2.895 -1.428  0.17
48 H -1.912 -4.371 -2.870  0.37
49 H -3.281 -3.129 -4.526  0.38
50 H -2.731 -0.742 -4.993  0.40
51 H -0.753 0.258 -3.824  0.41
52 Cl -2.637 -0.006 8.217  -0.30
53 C -1.935 0.157 6.621  0.38
54 C -0.611 -0.262 6.417  -0.50
55 C -0.039 -0.110 5.193  -0.57
56 C -0.739 0.467 4.067  -0.30
57 O -0.171 0.650 2.978  -0.62
58 C -2.129 0.809 4.312  1.08
59 C -2.976 1.250 3.251  -0.41
60 O -2.707 1.386 2.067  -0.50
61 C -2.678 0.667 5.596  -0.74
62 H -0.064 -0.704 7.240  0.40
63 H 0.977 -0.438 5.021  0.48
64 H -4.024 1.473 3.584  0.19
65 H -3.707 0.961 5.762  0.31
66 S 8.584 -3.019 1.161  -0.48
67 C 7.097 -2.770 1.841  0.34
68 S 5.788 -3.910 1.721  -0.19
69 C 4.679 -2.664 2.555  0.05
70 N 5.368 -1.626 2.870  -0.88
71 N 6.671 -1.666 2.499  0.67
72 C 7.410 -0.497 2.718  0.17
73 C 6.753 0.731 2.663  -0.19
74 C 7.463 1.899 2.855  -0.73
75 C 8.821 1.861 3.127  -0.41
76 C 9.466 0.638 3.208  -0.58
77 C 8.771 -0.540 3.007  -0.50
78 S 3.079 -2.948 2.771  -0.39
79 H 5.693 0.765 2.467  0.69
80 H 6.947 2.845 2.786  0.37
81 H 9.368 2.781 3.285  0.37
82 H 10.522 0.589 3.437  0.34
83 H 9.280 -1.487 3.072  0.35